Below is a single C5H8O3 molecule, with properties calculated with ωB97M-V with the def2-TZVPD basis set.

Geometry as XYZ:
```
16
Properties=species:S:1:pos:R:3:forces:R:3:mulliken_charge:R:1
C -2.07967 0.14656 -1.47152 0.306 0.303 -0.531 -1.3675
C -0.81925 -0.36498 -0.81564 -1.589 -1.877 1.643 1.0791
O -0.00628 -1.04698 -1.40698 0.362 0.554 -0.144 -0.6427
C -0.83951 -0.06640 0.68075 0.893 0.310 -1.804 -0.9352
C 0.41934 0.21511 1.07899 0.281 1.561 0.738 0.9482
O 0.63313 1.45244 1.65155 0.209 -1.405 0.258 -0.5091
C 1.64179 -0.64984 0.86622 -0.195 0.109 -0.394 -0.8964
O 2.56175 -0.05659 -0.02358 0.318 0.243 0.148 -0.5137
H -2.95814 -0.27758 -0.99267 0.009 0.001 0.278 0.3552
H -2.11876 1.23363 -1.38252 -0.158 -0.019 -0.051 0.3381
H -2.09778 -0.14638 -2.51630 0.106 0.088 -0.137 0.3429
H -1.63520 0.58400 1.01354 0.015 0.203 -0.022 0.3340
H 1.56742 1.53772 1.89751 -0.139 -0.043 -0.010 0.3282
H 1.33895 -1.63661 0.51199 -0.065 0.113 0.202 0.3160
H 2.16576 -0.74235 1.82337 -0.163 -0.063 0.031 0.4465
H 2.22646 -0.18176 -0.91469 -0.191 -0.076 -0.204 0.3765
```
Forces are in eV/Å.

Output
Relative energy (zero: lowest compared OMol25 entry of this formula, charge and spin)   183.55 kJ/mol
SMILES   CC(=O)/C=C(/O)CO
Orbital gap   9.73 eV
LUMO level   0.531 eV

Below is C3H3Br2ClO as an isolated structure, with properties calculated with ωB97M-V with the def2-TZVPD basis set.

Geometry as XYZ:
```
10
Properties=species:S:1:pos:R:3:forces:R:3:mulliken_charge:R:1
C -0.50095 0.25605 0.45487 0.698 -0.016 2.473 0.1536
C 0.78795 -0.76692 2.21668 -0.434 -0.276 -1.369 -0.0544
C 0.00926 0.29419 -1.87351 -0.276 -0.236 -0.979 -0.7323
O 0.25918 0.55966 -0.49352 0.602 0.356 -0.658 -0.0866
Cl -1.97907 -0.51768 0.10952 -0.716 -0.422 -0.604 -0.1277
Br -0.46181 -1.06686 3.56545 -0.359 0.040 0.531 -0.0350
Br 2.02222 0.54940 2.66750 0.404 0.523 0.313 -0.0286
H 0.87915 0.65258 -2.42204 -0.104 -0.037 0.164 0.2122
H -0.89134 0.81787 -2.20128 0.128 -0.029 0.088 0.3433
H -0.12459 -0.77828 -2.02366 0.057 0.098 0.042 0.3555
```
Forces are in eV/Å.

Output
Relative energy (zero: lowest compared OMol25 entry of this formula, charge and spin)   535.60 kJ/mol
Orbital gap   7.47 eV
LUMO level   -0.674 eV

Below is a single C4H5NS2 molecule, with properties calculated with ωB97M-V with the def2-TZVPD basis set.

Geometry as XYZ:
```
12
Properties=species:S:1:pos:R:3:forces:R:3:mulliken_charge:R:1
S -3.18513 0.14112 0.07867 0.395 0.082 -0.029 -0.2700
C -1.56340 0.30343 0.07917 -0.693 0.131 0.279 0.0501
S -0.71477 1.79435 0.36204 -0.227 -0.205 -0.070 -0.1248
C 0.90120 1.15477 -0.15250 -0.874 -0.461 -0.592 -0.7357
C 0.74874 -0.33572 -0.35016 0.310 0.889 1.279 -0.3100
N 0.39156 -0.86939 0.98806 0.429 -0.842 -0.767 -0.5191
C -0.61352 -0.82052 -0.10819 -0.154 -0.302 0.062 -0.0011
H 1.62885 1.32663 0.59886 0.672 0.303 0.715 0.3300
H 1.17050 1.63742 -1.05744 0.347 0.583 -0.855 0.4552
H 1.48096 -0.78171 -0.99750 0.001 -0.561 -0.054 0.4483
H 0.78596 -1.80946 1.07745 -0.462 0.108 -0.045 0.2356
H -1.03097 -1.74092 -0.51848 0.255 0.276 0.076 0.4414
```
Forces are in eV/Å.

Output
Relative energy (zero: lowest compared OMol25 entry of this formula, charge and spin)   141.14 kJ/mol
SMILES   S=C1SC[C@H]2N[C@@H]12
Orbital gap   8.49 eV
LUMO level   -0.058 eV

Below is a 3-piece molecular cluster, C5H11NO overall, with properties calculated with ωB97M-V with the def2-TZVPD basis set.

Geometry as XYZ:
```
18
Properties=species:S:1:pos:R:3:forces:R:3:mulliken_charge:R:1
C -2.77444 0.54452 -1.06198 -0.008 0.022 0.081 -1.1174
C -1.62000 -0.33166 -0.66757 -0.040 -0.137 0.291 0.3561
O -1.43973 -0.76792 0.44935 -0.115 0.197 -0.486 -0.5113
H -3.42795 -0.00453 -1.75123 0.107 0.049 0.083 0.3516
H -2.39069 1.42486 -1.58503 -0.059 -0.130 0.059 0.2727
H -3.34137 0.84447 -0.17821 0.061 -0.040 -0.120 0.2766
H -0.92688 -0.59859 -1.48997 -0.056 -0.009 0.080 0.3359
C 1.82778 -1.71286 0.26906 0.052 0.031 0.153 -0.2796
C 2.23270 -1.39734 1.49449 -0.049 -0.064 -0.131 -0.6067
H 2.53605 -1.92536 -0.52911 -0.089 0.036 0.135 0.2319
H 0.76703 -1.76433 0.03285 0.175 0.006 0.049 0.1530
H 1.51376 -1.19434 2.28554 0.099 -0.032 -0.116 0.2781
H 3.28532 -1.33549 1.76103 -0.139 -0.028 -0.068 0.2414
C 0.74643 1.48351 0.55464 -0.138 0.015 -0.139 -0.3653
N 0.23409 1.73385 -0.57823 0.317 0.030 0.269 -0.3817
H 0.18160 0.86735 1.25696 0.067 0.075 -0.093 0.2769
H 1.73222 1.83124 0.88404 -0.138 0.001 -0.097 0.2708
H 0.86409 2.30260 -1.14664 -0.047 -0.021 0.051 0.2170
```
Forces are in eV/Å.

Output
Relative energy (zero: lowest compared OMol25 entry of this formula, charge and spin)   272.61 kJ/mol
SMILES   CC=O.C=C.C=N
Orbital gap   10.80 eV
LUMO level   1.161 eV

Below is an isolated ion of composition C5H8N and charge +1, with properties calculated with ωB97M-V with the def2-TZVPD basis set.

Geometry as XYZ:
```
14
Properties=species:S:1:pos:R:3:forces:R:3:mulliken_charge:R:1
C -0.34920 -1.99751 -0.98401 0.935 0.655 -1.722 -0.7074
C -0.53025 -0.77685 -0.60368 0.064 2.147 -0.079 0.5077
C -1.17971 0.22356 0.24924 2.321 1.446 -1.881 -0.3341
C -0.02497 0.57343 -1.06547 -1.762 -1.428 4.686 -0.2890
N 0.05860 1.09687 0.37057 -0.998 1.138 -1.088 -0.0477
C 1.11334 0.53301 1.15410 0.679 -0.555 3.516 -0.7412
H 0.22627 -2.14859 -1.88138 0.380 0.015 -0.046 0.2516
H -0.77664 -2.84003 -0.61300 -1.411 -2.071 1.396 0.3532
H -2.13506 0.72985 0.34085 0.027 -0.418 -0.238 0.3239
H -0.31198 1.25409 -1.77563 -0.739 1.349 -1.811 0.3403
H -0.05672 2.16018 0.60980 -0.163 -2.418 -1.060 0.4026
H 1.11708 -0.57759 0.97691 0.338 1.275 0.293 0.2735
H 2.10081 1.01868 0.96177 -0.913 -0.448 0.038 0.3299
H 0.74842 0.75092 2.25991 1.243 -0.687 -2.002 0.3367
```
Forces are in eV/Å.

Output
Relative energy (zero: lowest compared OMol25 entry of this formula, charge and spin)   489.57 kJ/mol
SMILES   C=C1[C@@H]2[C@H]1[N@@H+]2C
Total charge   +1
Orbital gap   9.66 eV
LUMO level   -4.312 eV

Below is C47H59MgN7O2Sb as an isolated structure, with properties calculated with ωB97M-V with the def2-TZVPD basis set.

Geometry as XYZ:
```
117
Properties=species:S:1:pos:R:3:forces:R:3:mulliken_charge:R:1
Mg 1.06007 -0.64505 1.33112 -0.525 -0.338 0.658 2.1810
C -3.40026 0.43671 1.17588 1.106 -0.660 -0.565 -1.5684
C -3.14213 -0.81278 0.33739 -0.698 0.093 0.283 1.1999
C -4.07744 -1.13524 -0.65062 -0.504 0.532 -0.833 -0.6182
C -3.90314 -2.22857 -1.49767 0.872 -0.093 1.228 -1.3116
C -2.80190 -3.03362 -1.22747 0.618 -0.168 -0.075 -0.9149
C -1.88791 -2.83671 -0.17406 -0.193 0.079 -0.386 0.9409
C -0.85210 -3.93411 0.14677 -1.250 0.277 -0.307 -1.6394
C -2.06523 -1.67740 0.62127 -0.797 -1.012 -0.657 -0.1096
N -1.22013 -1.39461 1.65587 1.437 0.413 0.801 -0.0479
C -1.68789 -1.25942 2.88890 2.066 1.990 -0.333 -0.7846
O -2.77150 -1.49777 3.37656 -1.744 -0.818 0.625 -0.8004
C -0.69366 -0.46712 3.81955 -0.554 -1.115 -0.228 0.2855
C -1.02368 -0.20166 5.12894 1.194 1.128 0.665 -0.6201
C -0.03086 0.45956 5.90615 -2.408 0.604 0.477 -0.8704
C 1.08609 0.96321 5.28160 1.675 0.554 2.422 -0.5777
C 1.36100 0.62010 4.00480 -0.395 -0.318 -1.357 0.4477
N 0.46891 -0.10198 3.33998 0.883 -0.215 -1.596 1.3542
C 2.63107 1.01690 3.26904 -0.284 -0.407 0.604 -0.6495
O 3.35727 1.87435 3.75027 0.201 1.476 1.131 -0.7830
N 2.88387 0.32113 2.18999 0.684 -0.650 -1.556 0.6972
C 4.21806 0.53816 1.69236 0.039 -0.595 -0.047 -0.7524
C 4.46306 0.95875 0.37258 -0.718 0.523 -0.370 0.5646
C 3.27440 1.30798 -0.46572 -0.405 1.074 0.210 -0.9635
C 5.72542 1.26316 -0.11298 0.725 -0.729 0.726 -0.6003
C 6.85567 0.93634 0.68970 -0.939 1.013 -1.657 -0.8151
C 6.61660 0.38848 1.91454 -0.244 0.156 0.693 -0.9801
C 5.34186 0.26222 2.47472 -0.190 -0.072 -0.422 1.4552
C 5.25974 -0.12377 3.90008 0.858 1.254 1.283 -1.7159
H -4.01463 1.07002 0.56991 -0.554 0.653 0.011 0.5456
H -2.48379 0.97110 1.47374 -0.055 -0.167 -0.349 0.2132
H -3.84692 0.17145 2.10800 -0.680 -0.173 0.601 0.5410
H -4.95845 -0.48551 -0.84806 0.690 -0.279 0.432 0.2726
H -4.59675 -2.55256 -2.25592 -0.180 0.329 -0.178 0.5314
H -2.62359 -3.85165 -1.90842 0.037 -0.430 0.058 0.4423
H -0.71718 -4.03395 1.20967 0.232 0.292 0.510 0.2008
H 0.11401 -3.89029 -0.33757 -0.040 0.444 -0.134 0.3817
H -1.29346 -4.87329 -0.15618 -0.197 -0.389 -0.238 0.6177
H -2.04109 -0.38072 5.39944 -0.271 -0.438 0.669 0.5835
H -0.25403 0.79159 6.96027 0.281 -0.672 -1.167 0.3034
H 1.85735 1.52353 5.85109 -0.695 -0.289 -0.491 0.4646
H 2.82435 2.23968 -0.04269 0.105 -0.624 -0.382 0.1455
H 2.51044 0.55150 -0.48533 -0.220 -0.338 0.238 -0.1196
H 3.50010 1.49768 -1.50640 0.445 0.159 -0.275 0.5236
H 5.78834 1.70778 -1.11457 0.231 -0.227 0.472 0.3730
H 7.85172 1.22509 0.35466 -0.121 -0.395 0.082 0.3498
H 7.43169 0.12123 2.55109 0.592 -0.085 0.313 0.4373
H 6.08787 -0.74731 4.17419 0.544 -0.633 0.033 0.5475
H 4.37046 -0.59086 4.23546 -1.034 -0.591 -0.077 0.1110
H 5.36091 0.76585 4.58109 -0.160 -0.485 -0.804 0.3066
C 2.44568 -3.54764 6.28891 -0.212 0.391 -1.091 -0.7108
C 3.49222 -3.52634 5.38539 1.725 -0.096 0.222 -0.4907
C 3.25971 -3.24620 4.04737 -1.089 -0.636 0.446 -0.5458
C 1.93083 -3.15026 3.63403 -0.503 0.676 -0.624 0.3041
C 0.83221 -3.21298 4.50295 2.031 0.222 0.855 -0.2003
C 1.14441 -3.33107 5.84497 0.470 -1.125 -0.004 -1.0674
N 1.67383 -2.80066 2.27270 0.279 0.055 -0.678 0.8086
N 2.36201 -3.44100 1.45680 0.519 -0.476 1.236 -0.9994
C 2.27130 -3.09953 0.10879 -0.746 1.500 -0.397 -0.5446
C 2.81897 -4.04814 -0.74525 -0.330 0.158 0.056 -0.1327
C 2.58466 -3.91598 -2.09995 1.028 -0.268 0.134 -0.8688
C 1.91181 -2.81098 -2.57013 -0.898 0.419 -0.648 -0.8406
C 1.42685 -1.84176 -1.71143 0.687 1.666 1.542 -0.0621
C 1.63715 -1.87700 -0.29315 0.160 -1.453 -1.632 0.9773
H 2.58845 -3.73559 7.31683 0.365 -0.187 0.992 0.4963
H 4.55291 -3.73499 5.69914 -1.238 0.343 -0.150 0.2635
H 4.03083 -3.20308 3.29988 0.211 0.125 -0.052 0.4920
H -0.18452 -3.15467 4.23426 -0.861 0.144 -0.802 0.6296
H 0.39419 -3.50512 6.57730 -0.859 0.329 0.390 0.4624
H 3.39307 -4.86011 -0.31463 -0.082 -0.076 -0.100 0.4448
H 3.09995 -4.58412 -2.76798 -0.227 -0.295 -0.340 0.3622
H 1.70696 -2.67354 -3.63106 0.263 -0.193 0.037 0.4413
H 1.04864 -0.86994 -2.12541 0.061 -1.168 0.077 0.0627
C -3.02172 3.90059 -0.58537 0.357 -2.034 0.641 -0.5267
C -1.50505 4.03756 -0.79442 0.260 -0.514 -0.234 -1.0386
N -0.62692 3.32301 0.16987 -0.608 -1.108 -1.813 0.7663
C 0.08280 4.15238 1.07860 -1.292 0.866 1.459 -0.8936
C -0.72154 4.52929 2.39092 0.759 1.377 -2.054 -1.1275
C -0.30407 1.96675 -0.02246 -0.049 1.000 1.282 0.5205
C -1.02854 1.23304 -1.11169 1.479 0.680 -1.351 0.1913
N 0.45762 1.32090 0.80540 -1.219 -0.012 -2.061 0.8637
H -3.52383 4.51743 -1.32403 -0.259 0.129 0.112 0.4298
H -3.29394 4.14188 0.46397 -0.056 0.037 -0.748 0.2554
H -3.31162 2.79521 -0.76143 0.289 1.784 0.254 -0.2156
H -1.21263 5.09519 -0.73913 -0.084 -0.278 -0.187 0.4114
H -1.30392 3.64099 -1.81322 0.117 0.688 0.566 0.4445
H 0.38941 5.06832 0.58419 -0.108 0.282 -0.209 0.6360
H 0.99340 3.72035 1.39386 1.038 -0.732 0.276 0.2989
H -1.69662 5.02822 2.11566 1.076 -0.391 0.413 0.2968
H -0.00624 5.24601 2.86477 -1.018 -0.528 0.304 0.4138
H -0.91516 3.64936 2.96339 -0.041 -0.473 0.602 0.2074
H -1.92300 0.88824 -0.67742 -1.276 -0.443 0.107 -0.6123
H -0.43643 0.36183 -1.39674 -0.120 -0.008 0.174 -1.1919
H -1.21537 1.82451 -2.05765 0.134 -0.629 1.230 0.6153
H 0.87629 1.90722 1.48320 0.378 0.652 0.902 -0.8163
C -5.14831 0.64816 -7.27921 0.260 -2.349 -2.262 -0.8818
C -4.39712 -0.67923 -6.88537 -0.745 2.446 1.704 -1.1735
Sb -2.90787 -0.57814 -5.32729 -0.157 -0.242 0.387 0.6393
C -1.34566 0.52588 -6.30376 1.345 -0.210 -0.003 -0.8533
C -1.65522 1.18453 -7.63612 -0.307 2.167 0.095 -0.9109
C -3.75349 0.98593 -4.13390 0.140 2.153 0.452 -0.1144
C -3.50158 2.51856 -4.52116 -0.943 -0.844 1.349 -0.9879
H -5.94646 0.31230 -8.00586 0.621 0.664 0.570 0.3408
H -4.51655 1.37424 -7.79694 0.048 -0.226 0.084 0.1890
H -5.63473 1.14029 -6.49691 -0.629 0.565 1.506 0.2997
H -3.89773 -1.11711 -7.67999 0.769 -0.799 -1.852 0.5249
H -5.08020 -1.40438 -6.47688 -0.471 -0.270 0.001 0.5061
H -0.59692 -0.26484 -6.44510 -0.053 0.049 -0.108 0.4402
H -0.82925 1.19378 -5.57278 -0.668 -0.180 -0.511 0.3174
H -2.19251 0.56473 -8.33394 0.002 -0.527 -0.238 0.2682
H -0.83147 1.71208 -8.18974 -0.225 -0.905 0.645 0.3449
H -2.34660 2.02685 -7.43492 0.120 -0.305 -0.115 0.1620
H -3.25685 0.82763 -3.18241 -0.046 -0.137 0.375 -0.4580
H -4.82608 0.90020 -3.91279 0.228 -0.451 -0.312 0.4652
H -2.49645 2.86769 -4.29929 0.268 -0.249 -0.358 0.2492
H -4.15788 3.21999 -3.93394 0.357 -0.839 -0.384 0.3143
H -3.76871 2.63571 -5.54529 0.120 0.446 -0.902 0.3330
```
Forces are in eV/Å.

Output
Relative energy (zero: lowest compared OMol25 entry of this formula, charge and spin)   99.14 kJ/mol
Total charge   -1
Orbital gap   7.19 eV
LUMO level   2.194 eV